Record 1
The following is a DFT calculation (wB97M-V/def2-TZVPD) of the ion C7H9N2 with charge +1.

Last column: Löwdin charge in e.
Atoms and positions in Å:
C 0.0315 -2.0717 -0.0056  -0.036
C -0.1001 -1.7082 1.3742  -0.026
C 0.2012 -1.1467 -0.9722  0.000
C -0.0989 -0.4257 1.7769  -0.031
C 0.7717 1.3145 -1.3895  -0.126
C -1.3290 0.6818 -0.1083  0.018
C -0.0443 0.2592 -0.7344  -0.229
N 1.0163 2.3420 -0.7139  0.149
N -0.2525 0.6165 0.8587  0.052
H 0.1644 -3.1165 -0.2360  0.123
H -0.0354 -2.4907 2.1137  0.125
H 0.5493 -1.4166 -1.9575  0.132
H 0.0566 -0.1232 2.8010  0.140
H 1.0994 1.0927 -2.4070  0.144
H -1.6915 1.6793 -0.3232  0.148
H -2.1016 -0.0699 0.0102  0.157
H 1.5769 3.0637 -1.1555  0.093
H 0.1860 1.5195 1.0685  0.167

## Properties
HOMO level: -13.61 eV
M: 121.16 g/mol
HOMO-LUMO gap: 0.3542 hartree
Spin multiplicity: 1
Charge: +1

---

Record 2
The following is a DFT calculation (wB97M-V/def2-TZVPD) of the ion C7H9N2O with charge +1.

Last column: Löwdin charge in e.
Atoms and positions in Å:
C -0.2875 0.7337 2.3324  0.003
C 0.1236 2.0485 2.3944  -0.057
C -0.1368 0.2938 0.9886  -0.212
C 0.3006 1.4196 0.3706  0.097
C -0.4086 -0.9723 0.2632  -0.064
C 0.3248 -0.9880 -1.1047  -0.318
C -0.3598 -1.8382 -2.1772  -0.007
N 0.5346 2.4628 1.1551  0.086
N 0.5976 0.3158 -1.5610  0.040
O 0.8405 0.7372 -2.6310  0.227
H -0.6598 0.1380 3.1393  0.121
H 0.1430 2.7193 3.2303  0.134
H -0.1089 -1.8381 0.8553  0.142
H -1.4833 -1.0645 0.0804  0.139
H 1.3285 -1.4074 -0.9120  0.194
H 0.2427 -1.8759 -3.0814  0.092
H -1.3322 -1.4211 -2.4280  0.100
H -0.5011 -2.8516 -1.8097  0.102
H 0.8420 3.3885 0.8954  0.181

## Properties
HOMO level (spin up / spin down): -13.22 / -13.22 eV
M: 137.16 g/mol
HOMO-LUMO gap (spin up / spin down): 0.2610 / 0.2610 hartree
Spin multiplicity: 1
Charge: +1

---

Record 3
The following is a DFT calculation (wB97M-V/def2-TZVPD) of the ion C7H9N2O with charge +1.

Last column: Löwdin charge in e.
Atoms and positions in Å:
C -0.3927 1.4213 1.4155  0.018
C 0.7148 1.6749 0.7100  -0.054
C 1.7269 -1.5922 -0.3265  -0.029
C -1.4357 0.2879 1.0279  -0.149
C -1.5330 0.0357 -0.4567  -0.149
C 0.9174 0.9358 -0.4963  -0.162
C -0.1597 0.1077 -1.1507  -0.156
N 0.9316 -0.5376 -0.5087  0.038
N 1.3616 -2.7580 -0.5807  0.074
O 0.9414 -3.8262 -0.7594  0.286
H -0.6995 1.8285 2.3447  0.100
H 1.3694 2.4782 0.8651  0.100
H 2.7283 -1.1370 0.0933  0.237
H -1.2117 -0.7078 1.4010  0.117
H -2.3411 0.5758 1.4216  0.084
H -2.0365 -0.9413 -0.5321  0.115
H -2.2767 0.7244 -1.1091  0.174
H 1.7169 1.4855 -1.1114  0.184
H -0.3215 -0.0557 -2.2475  0.174

## Properties
HOMO level (spin up / spin down): -13.59 / -13.61 eV
M: 137.16 g/mol
HOMO-LUMO gap (spin up / spin down): 0.2467 / 0.2537 hartree
Spin multiplicity: 1
Charge: +1

---

Record 4
The following is a DFT calculation (wB97M-V/def2-TZVPD) of a cluster of 2 separate species, C7H9N2O3 in total.

Last column: Löwdin charge in e.
Atoms and positions in Å:
C -0.1510 3.0034 -1.0471  -0.378
C -0.0325 1.0774 -0.1510  -0.346
C 0.0105 -0.1546 -2.7988  -0.446
C 1.0390 -1.7332 1.8576  -0.152
C -1.6388 -0.4784 0.9004  -0.103
C 0.7742 -1.1555 0.5042  -0.288
C -0.2886 -0.1474 0.3687  -0.324
N -0.9426 2.1023 -0.4353  0.062
N 1.0763 2.7281 -1.2454  -0.009
O -0.2709 0.8859 -3.2093  0.198
O 0.3321 -1.1958 -2.4671  0.204
O 1.2256 1.4319 -0.7159  -0.110
H -0.6120 3.8614 -1.5559  0.097
H 0.3518 -2.3213 2.3980  0.033
H 1.1072 -0.9151 2.5884  0.079
H 1.8991 -2.4078 1.7732  0.066
H -2.2384 0.3056 1.3776  0.062
H -1.6981 -1.0271 1.8226  0.042
H -2.3251 -0.9433 0.1422  0.078
H 1.7774 -0.8371 0.0334  0.131
H 0.6049 -2.0793 -0.1406  0.102

## Properties
HOMO level: -2.23 eV
M: 169.16 g/mol
HOMO-LUMO gap: 0.2122 hartree
Spin multiplicity: 1
Charge: -1

---

Record 5
The following is a DFT calculation (wB97M-V/def2-TZVPD) of a structure of composition C7H9N2O3S.

Last column: Löwdin charge in e.
Atoms and positions in Å:
C 0.3596 0.0099 -0.6806  -0.116
C -0.9070 0.4280 -0.3197  -0.403
C 1.3874 1.0999 -1.1102  -0.322
C 1.4977 -0.2956 0.3712  -0.183
C -2.1943 -0.0602 -0.2227  -0.464
C 3.6197 0.9658 0.1673  0.003
C -4.1455 -1.2212 -0.0869  -0.012
N 2.3443 0.5389 -0.1825  -0.005
N 1.6070 -1.1634 1.3471  0.236
O 1.5683 2.0051 -1.8098  0.245
O -2.8705 1.0802 0.0405  -0.352
O -2.7476 -1.2362 -0.3575  0.012
S -1.5311 2.0573 0.0355  1.082
H 0.2553 -0.7662 -1.5054  0.205
H 3.4436 1.8254 0.8751  0.138
H 4.1551 0.1705 0.6768  0.097
H 4.3193 1.2684 -0.6600  0.136
H -4.7607 -1.5937 -0.9366  0.112
H -4.3434 -0.0518 -0.0201  0.138
H -4.3907 -1.8070 0.7755  0.091
H 2.4496 -1.3466 1.9669  0.171
H 0.8838 -1.9074 1.6360  0.191

## Properties
HOMO level: -11.55 eV
M: 201.23 g/mol
HOMO-LUMO gap: 0.2948 hartree
Spin multiplicity: 1
Charge: +1

---

Record 6
The following is a DFT calculation (wB97M-V/def2-TZVPD) of a cluster of 2 separate species, C7H9N2OP in total.

Last column: Löwdin charge in e.
Atoms and positions in Å:
C -0.1613 -0.0762 -1.6520  -0.129
C 0.0908 1.1905 -1.2882  -0.094
C -1.1719 -0.8408 -0.9550  -0.125
C -0.3497 1.6914 0.0924  -0.135
C -1.8164 -0.3826 0.0197  -0.072
C -1.5587 0.9078 0.5870  -0.214
C -2.2847 1.4270 1.5292  -0.124
N 2.1622 -1.0523 1.8491  -0.351
N 2.3761 -2.0135 -0.4517  -0.228
O -2.9667 1.7003 2.4313  0.197
P 2.4728 -0.5313 0.4090  0.711
H 0.0899 -0.4157 -2.6322  0.101
H 0.7800 1.7272 -1.8092  0.066
H -1.4526 -1.6848 -1.4265  0.078
H -0.4748 2.8042 0.1076  0.121
H -2.5378 -0.9489 0.4922  0.110
H 0.3931 1.5250 0.9911  0.117
H 2.4905 -0.3316 2.6077  -0.005
H 1.6102 -1.9598 -1.1123  -0.010
H 2.3091 -2.7359 0.2109  -0.013

## Properties
HOMO level: -7.91 eV
M: 168.14 g/mol
HOMO-LUMO gap: 0.3049 hartree
Spin multiplicity: 1

---

Record 7
The following is a DFT calculation (wB97M-V/def2-TZVPD) of an isolated molecule of C7H9N3.

Last column: Löwdin charge in e.
Atoms and positions in Å:
C -2.6563 1.3098 0.7561  -0.164
C -1.3399 0.7092 0.5801  -0.277
C -1.5288 -0.4250 -0.2718  -0.086
C -0.1501 1.3691 0.8749  -0.085
C 1.4579 -0.0764 -0.1473  -0.373
C 1.5094 -1.2571 0.7263  -0.045
C 2.3026 -0.3386 -1.3744  -0.017
N -3.5528 0.5688 0.1824  0.022
N 0.9088 0.9903 0.2330  0.118
N -2.8219 -0.4999 -0.5003  -0.048
H -2.7932 2.3442 1.0695  0.108
H -0.0045 2.2561 1.5935  0.159
H 1.0542 -2.0234 0.1915  0.062
H 1.1124 -0.9991 1.7257  0.106
H 2.5627 -1.5859 0.7585  0.097
H 2.5789 -1.3756 -1.3754  0.062
H 3.0864 0.3793 -1.4955  0.074
H 1.6024 -0.2303 -2.3251  0.135
H -3.3281 -1.1153 -1.2018  0.150

## Properties
HOMO level: -7.72 eV
M: 135.17 g/mol
HOMO-LUMO gap: 0.2849 hartree
Spin multiplicity: 1

---

Record 8
The following is a DFT calculation (wB97M-V/def2-TZVPD) of an isolated molecule of C7H9N3O.

Last column: Löwdin charge in e.
Atoms and positions in Å:
C 1.4465 0.9938 -0.0035  -0.438
C 2.0967 -1.3087 0.0954  -0.148
C -0.1569 -0.7886 -0.0645  -0.290
C 0.0722 0.4937 0.0766  -0.123
C -1.0461 1.4048 0.2958  -0.147
C -2.3713 0.9369 -0.2770  -0.190
C -2.5688 -0.4726 0.1616  -0.191
H 2.8148 -2.0733 0.3273  0.111
H 0.7939 -2.6591 -0.6983  0.162
H -1.3565 1.4657 1.3499  0.126
H -0.7952 2.4811 -0.0136  0.151
H -2.4631 1.0039 -1.3442  0.109
H -3.2510 1.5184 0.1772  0.144
H -2.9119 -0.5553 1.1465  0.097
H -3.3473 -0.9584 -0.4228  0.113
H -1.4162 -2.2899 0.3406  0.140
N 2.4231 -0.0411 0.2088  0.143
N 0.8080 -1.7879 -0.1525  0.100
N -1.4026 -1.3763 -0.1290  0.052
O 1.7873 2.1186 -0.2574  0.081

## Properties
HOMO level: -8.54 eV
M: 151.17 g/mol
HOMO-LUMO gap: 0.3316 hartree
Spin multiplicity: 1

---

Record 9
The following is a DFT calculation (wB97M-V/def2-TZVPD) of an isolated molecule of C7H9N3O.

Last column: Löwdin charge in e.
Atoms and positions in Å:
C -3.0169 -1.4932 -1.0594  0.010
C -1.3671 -2.8713 -1.5569  -0.213
C -1.7979 -0.9532 -0.7583  -0.259
C 0.7959 1.1415 1.9360  -0.067
C -1.4173 0.2301 -0.0589  0.033
C 1.3078 1.8177 0.6626  -0.368
C 2.3901 0.8792 0.0074  -0.044
N -0.7326 -1.8639 -1.0801  0.136
N -0.5897 1.0406 -0.2570  -0.039
N 0.1428 1.9635 -0.1883  0.060
O -2.7175 -2.7563 -1.6590  0.003
H -3.9313 -1.0442 -1.2129  0.099
H -0.9290 -3.8560 -1.8617  0.150
H 0.7756 0.0906 1.9211  0.064
H -0.0060 1.6825 2.3060  0.062
H 1.5234 1.3335 2.6932  0.075
H 1.7018 2.7822 0.7568  0.106
H 2.3457 0.8639 -1.1378  0.100
H 2.1273 -0.0952 0.3197  0.043
H 3.3950 1.1081 0.2274  0.048

## Properties
HOMO level: -8.23 eV
M: 151.17 g/mol
HOMO-LUMO gap: 0.3342 hartree
Spin multiplicity: 1

---

Record 10
The following is a DFT calculation (wB97M-V/def2-TZVPD) of a structure of composition C7H9N3O.

Last column: Löwdin charge in e.
Atoms and positions in Å:
C 0.3811 1.7380 -0.9214  0.134
C 1.2989 1.1613 -0.3185  -0.127
C 2.3949 0.5365 0.3719  -0.302
C 3.0523 -0.6803 -0.1784  -0.125
C -3.4568 0.2150 0.7856  -0.013
C -2.1684 -0.1775 0.1530  -0.336
C -1.8211 -0.9526 -0.9070  -0.070
H -0.3757 2.1713 -1.3949  0.003
H 3.0332 1.2162 0.9353  0.140
H 4.1164 -0.7800 -0.0046  0.100
H 2.6751 -1.1030 -1.1009  0.104
H 2.6680 -0.8753 1.8249  0.096
H -3.4837 -0.1094 1.8375  0.090
H -4.2980 -0.2439 0.2520  0.087
H -3.5799 1.3063 0.7651  0.089
H -2.4376 -1.5108 -1.6008  0.109
N 2.1493 -0.7869 0.9591  0.016
N -0.4618 -0.9290 -0.9993  0.061
N 0.0166 -0.2128 -0.0894  -0.088
O -1.0414 0.2985 0.6852  0.031

## Properties
HOMO level: -7.34 eV
M: 151.17 g/mol
HOMO-LUMO gap: 0.3056 hartree
Spin multiplicity: 1

---

ΔE to the lowest compared entry with this formula, charge and spin: 49.0 140.4 176.8 26.6 0.0 57.8 106.8 8.7 98.2 174.7 (kcal/mol)